DFT (ωB97M-V/def2-TZVPD) results for a structure of composition C42H35InN7O18S at a distorted geometry.

```
104
Properties=species:S:1:pos:R:3
In 1.83 0.42 -3.26
S 1.28 0.93 -0.12
O 1.47 -0.48 -0.47
O 2.51 1.55 -0.64
O 0.12 1.30 -0.96
O 0.96 1.13 1.28
C 2.28 -0.04 3.59
C 2.91 0.04 4.81
C 3.98 -0.80 5.15
C 4.42 -1.71 4.20
C 3.86 -1.73 2.94
C 2.79 -0.91 2.63
N 5.56 -2.60 4.54
O 6.08 -3.26 3.68
O 5.91 -2.57 5.70
H 1.42 0.54 3.29
H 2.45 0.67 5.56
H 4.44 -0.75 6.12
H 4.28 -2.47 2.27
H 2.36 -1.08 1.65
C -4.93 2.57 -2.14
C -3.57 2.82 -2.22
C -2.73 1.78 -2.63
C -3.22 0.53 -2.88
C -4.59 0.30 -2.83
C -5.45 1.29 -2.35
N -2.38 -0.57 -3.31
O -1.17 -0.42 -3.27
O -2.88 -1.55 -3.80
H -5.62 3.36 -1.86
H -3.19 3.77 -1.87
H -1.69 2.05 -2.81
H -5.15 -0.59 -3.09
H -6.45 0.97 -2.09
C -1.22 -5.75 -5.43
C -0.84 -6.27 -4.21
C -0.37 -5.48 -3.16
C -0.07 -4.16 -3.38
C -0.40 -3.60 -4.62
C -0.98 -4.37 -5.59
N 0.53 -3.38 -2.33
O 0.55 -3.86 -1.22
O 0.94 -2.27 -2.58
H -1.71 -6.43 -6.11
H -1.02 -7.32 -4.02
H -0.18 -5.90 -2.18
H -0.16 -2.57 -4.83
H -1.29 -3.90 -6.51
C -0.64 6.03 0.77
C 0.51 5.32 0.96
C 1.13 4.64 -0.10
C 0.52 4.75 -1.34
C -0.67 5.45 -1.55
C -1.27 6.07 -0.47
N 1.25 4.19 -2.47
O 2.44 4.36 -2.53
O 0.59 3.60 -3.32
H -1.13 6.44 1.64
H 0.98 5.29 1.94
H 2.06 4.10 -0.01
H -1.04 5.59 -2.55
H -2.20 6.59 -0.66
C -2.81 3.78 2.34
C -3.82 3.51 3.26
C -3.92 2.23 3.80
C -2.99 1.27 3.47
C -1.86 1.62 2.73
C -1.79 2.86 2.10
N -3.16 -0.12 3.92
O -2.22 -0.89 3.85
O -4.28 -0.40 4.33
H -2.75 4.73 1.83
H -4.59 4.25 3.39
H -4.73 2.05 4.49
H -1.13 0.87 2.45
H -1.01 2.91 1.36
C -3.35 -0.20 0.37
C -2.25 -1.03 0.10
C -2.35 -2.37 -0.08
C -3.63 -2.91 -0.11
C -4.76 -2.11 0.02
C -4.63 -0.79 0.44
N -3.78 -4.36 -0.24
O -4.85 -4.76 -0.64
O -2.87 -5.05 0.14
H -3.15 0.81 0.71
H -1.23 -0.68 -0.06
H -1.51 -3.04 -0.26
H -5.74 -2.55 -0.04
H -5.49 -0.17 0.67
C 7.31 -0.27 1.90
C 7.74 -1.25 0.99
C 6.86 -1.66 0.01
C 5.64 -1.03 -0.18
C 5.20 -0.06 0.70
C 6.07 0.31 1.74
N 4.82 -1.44 -1.31
O 4.48 -0.58 -2.12
O 4.43 -2.59 -1.32
H 7.97 0.04 2.70
H 8.75 -1.60 1.15
H 7.08 -2.51 -0.63
H 4.21 0.37 0.67
H 5.89 1.15 2.40
```

Summary:
Gap between HOMO and LUMO in eV: 2.5
Charge: +1
ΔE to the lowest compared entry with this formula, charge and spin in kJ/mol: 0.0
LUMO level in eV: -9.265

***

DFT (ωB97M-V/def2-TZVPD) results for a structure of composition C28H46BrNOP2Pt at a distorted geometry.

```
80
Properties=species:S:1:pos:R:3
N -6.31 4.64 -5.35
C -5.95 5.01 -4.12
C -4.98 4.31 -3.40
C -4.33 3.17 -3.99
C -4.75 2.81 -5.29
C -5.74 3.59 -5.91
C -3.26 2.48 -3.26
Pt 0.48 -0.34 -2.77
P 2.57 -0.55 -1.58
C -2.29 1.59 -3.63
C -1.01 1.72 -2.95
C 0.22 1.53 -3.70
C 1.43 1.88 -3.02
C 1.50 2.12 -1.64
C 0.30 2.39 -1.00
C -0.94 2.13 -1.61
Br 1.31 0.63 1.09
H -3.17 2.93 -2.28
H -2.40 0.99 -4.54
H -4.75 4.67 -2.40
H -4.33 1.95 -5.81
H -6.45 5.88 -3.71
H -6.08 3.33 -6.93
H 0.10 1.37 -4.76
H -1.84 2.13 -0.99
H 2.33 1.93 -3.64
H 0.24 2.78 0.02
P -0.26 -2.18 -1.72
C 3.36 1.04 -0.90
C 4.82 1.26 -1.18
H 3.25 0.97 0.21
H 2.64 2.13 -1.14
H 5.09 2.28 -0.88
H 5.45 0.56 -0.61
H 5.08 1.19 -2.24
C 3.67 -0.90 -3.05
C 5.03 -1.59 -2.90
H 3.80 0.07 -3.57
H 3.00 -1.51 -3.68
H 5.45 -1.84 -3.88
H 5.75 -0.91 -2.42
H 5.00 -2.51 -2.32
C 3.31 -1.82 -0.33
C 4.57 -1.46 0.51
H 3.57 -2.76 -0.87
H 2.48 -2.03 0.37
H 4.62 -2.11 1.40
H 5.52 -1.63 -0.03
H 4.56 -0.43 0.92
C -0.21 -2.90 -0.06
C -1.07 -4.16 0.07
H -0.53 -2.13 0.66
H 0.84 -3.09 0.19
H -2.04 -3.92 0.53
H -1.25 -4.64 -0.89
H -0.57 -4.89 0.72
C 0.09 -3.52 -2.93
C -0.44 -3.17 -4.31
H -0.33 -4.46 -2.55
H 1.19 -3.63 -2.93
H -1.48 -3.50 -4.45
H -0.38 -2.09 -4.50
H 0.18 -3.66 -5.06
C -2.00 -1.54 -1.86
C -2.63 -1.03 -0.56
H -2.60 -2.34 -2.32
H -2.00 -0.70 -2.59
H -3.46 -0.35 -0.78
H -3.03 -1.85 0.06
H -1.91 -0.46 0.04
C -0.25 1.67 3.61
C -1.26 0.69 3.08
C -1.18 -0.69 3.65
O -2.09 1.03 2.20
H -0.68 2.26 4.42
H 0.06 2.36 2.83
H 0.64 1.14 3.98
H -1.91 -1.33 3.15
H -0.18 -1.10 3.49
H -1.41 -0.67 4.72
```

Summary:
Gap between HOMO and LUMO (spin up / spin down) in eV: 5.9 / 4.0
Spin multiplicity: 5
⟨S²⟩: 6.034
Charge: +4
ΔE to the lowest compared entry with this formula, charge and spin in kJ/mol: 178.0
LUMO level (spin up / spin down) in eV: -12.173 / -15.015